Below is a cluster of 12 separate species, C32H72O20S8 in total at a distorted geometry, with properties calculated with ωB97M-V/def2-TZVPD.

Output
multiplicity: 2
charge: -1
HOMO energy (alpha / beta): -0.21 / -6.15 eV
LUMO (alpha / beta): 1.832 / 1.828 eV

Last column: Mulliken charge in e.
Positions of all 132 atoms, in Å:
1 S -4.770 1.723 1.540  0.7828
2 S -1.862 3.989 -2.256  0.8664
3 S -3.202 6.555 1.761  0.3312
4 S 2.385 4.529 0.706  0.4490
5 S -3.386 -3.245 3.553  0.3405
6 S -1.873 -2.525 -4.011  0.2645
7 S -2.296 3.644 5.242  0.3507
8 S -0.868 -0.157 0.763  0.2276
9 O -1.811 -0.415 -0.402  -0.1628
10 O -3.340 4.349 -2.325  -0.6611
11 O 3.757 -2.716 -3.546  1.5324
12 O 0.966 -0.194 5.997  -0.2824
13 O -2.298 -3.588 4.552  -0.5652
14 O 0.940 -4.325 0.722  -0.6366
15 O -4.832 3.163 2.060  -0.6429
16 O 2.968 1.101 -5.718  -0.5481
17 O 1.994 3.215 -5.889  -0.6743
18 O 4.485 -3.804 -1.817  -0.2006
19 O -3.705 4.019 4.670  -0.5156
20 O 2.203 2.069 -3.944  -0.3660
21 O 0.967 4.115 0.943  -0.3877
22 O 2.827 -2.200 -1.554  0.9222
23 O 0.701 -4.426 -1.624  0.0306
24 O 1.198 2.015 6.468  -0.6087
25 O -4.384 5.989 2.547  -0.5243
26 O -1.833 -4.032 -3.851  -0.6032
27 O 2.586 0.936 5.053  -0.2710
28 O 1.091 -6.253 -0.437  -0.3137
29 C 2.818 -0.404 4.627  -0.0766
30 C -0.922 4.983 -3.546  -1.1170
31 C 0.920 -0.500 0.322  0.3720
32 C -6.410 1.023 1.448  -1.1422
33 C 3.401 3.676 2.076  -0.7798
34 C 4.586 -3.770 -4.069  -3.0053
35 C 0.970 -8.007 -1.930  -1.5377
36 C -0.408 -1.760 -3.216  0.2564
37 C 3.443 0.273 -4.643  2.7771
38 C 1.525 -6.625 -1.737  1.0075
39 C 2.967 3.653 -0.820  -0.5965
40 C -3.197 -1.841 -2.859  -0.3974
41 C -1.673 2.241 -2.859  -0.5995
42 C 1.603 0.989 5.927  0.7140
43 C -3.841 -1.430 3.809  -0.2701
44 C -0.759 1.717 1.002  -0.1614
45 C 5.361 -4.211 -2.809  -0.5121
46 C 0.898 -4.948 -0.369  0.4947
47 C 3.641 -2.804 -2.241  -1.3034
48 C -2.778 -3.205 1.789  -0.5111
49 C 5.666 -5.708 -2.718  -1.0528
50 C 2.347 2.177 -5.231  0.0688
51 C 4.965 0.310 -4.588  -2.2671
52 C -1.724 2.004 4.639  -0.0577
53 C 1.048 -2.151 4.721  -1.4428
54 C -2.743 2.923 6.909  -1.0285
55 C 2.742 0.878 -3.416  0.5606
56 C -3.859 6.575 0.003  -0.6455
57 C 1.864 -1.150 5.505  0.4866
58 C 0.950 -5.452 -2.565  -0.5129
59 C -4.421 2.005 -0.242  -0.4699
60 C -1.969 5.194 1.514  0.4644
61 H -3.151 6.816 -0.789  0.2521
62 H 5.165 -0.362 -3.754  0.4527
63 H 0.512 -1.607 3.943  0.1303
64 H -1.826 4.673 2.461  -0.3696
65 H 3.164 2.612 2.046  0.0033
66 H -0.138 1.784 1.895  0.5416
67 H 4.732 -6.257 -2.835  0.0636
68 H 2.608 -6.735 -1.807  -0.1187
69 H -4.895 2.874 -0.697  0.5379
70 H 2.400 -1.644 6.316  0.2638
71 H 0.081 4.588 -3.713  0.2978
72 H -0.640 2.027 -3.131  -0.0870
73 H 5.366 1.277 -4.284  0.4223
74 H -2.949 3.731 7.611  0.3652
75 H -2.027 1.870 3.600  -0.2972
76 H -0.460 -0.684 -3.380  0.1819
77 H -1.038 5.992 -3.151  0.3642
78 H 0.534 -2.181 -3.570  0.0127
79 H -2.068 -2.415 1.542  -0.1203
80 H -6.814 1.148 0.444  0.3692
81 H -0.022 -5.679 -3.003  0.3509
82 H -6.411 -0.015 1.780  0.2756
83 H 0.343 -2.687 5.357  0.3731
84 H 1.419 -0.329 1.275  0.0310
85 H -2.352 -4.128 1.396  0.3791
86 H 1.090 -8.543 -0.989  0.3399
87 H 6.206 -3.551 -2.610  0.7259
88 H -4.290 5.600 -0.223  0.0304
89 H -2.179 2.230 -3.825  0.6517
90 H -2.124 1.166 5.210  0.4537
91 H -2.990 -0.750 3.756  -0.0894
92 H -2.111 1.422 -2.288  -0.1045
93 H -3.496 2.186 6.630  0.3131
94 H 5.387 -0.004 -5.543  0.3778
95 H -4.705 1.117 -0.805  0.5411
96 H -3.078 -0.759 -2.894  0.0811
97 H -2.312 4.376 0.880  -0.4449
98 H 5.283 -3.383 -4.812  0.6331
99 H -0.474 -1.910 -2.139  -0.1637
100 H 1.577 -2.847 4.071  0.5019
101 H 1.610 -5.042 -3.329  0.0779
102 H -4.301 -1.365 4.795  0.4448
103 H -7.175 1.483 2.073  0.3703
104 H -3.631 -2.800 1.244  0.3761
105 H 3.519 1.078 -2.679  0.2622
106 H 1.550 -8.477 -2.724  0.3948
107 H 4.459 3.680 1.813  0.4413
108 H -3.342 2.157 -0.281  -0.6676
109 H -4.719 7.243 -0.048  0.4252
110 H 3.029 4.144 2.987  0.3458
111 H -1.889 2.408 7.349  0.3526
112 H -2.940 -2.134 -1.841  -0.0241
113 H -0.406 2.257 0.124  0.1927
114 H 2.186 3.823 -1.562  0.0146
115 H -0.635 2.017 4.678  0.0182
116 H -4.597 -1.105 3.095  -0.0229
117 H 1.012 -1.566 0.114  -0.1157
118 H 3.023 2.574 -0.680  0.0415
119 H 1.954 0.200 -3.087  -0.6927
120 H 6.124 -5.976 -1.766  0.3094
121 H -1.769 2.089 1.176  -0.8440
122 H 2.975 -0.702 -4.779  0.1181
123 H 1.238 0.103 -0.529  -0.0147
124 H -4.216 -2.138 -3.109  0.4651
125 H 6.274 -5.880 -3.607  0.5558
126 H -1.089 5.670 1.082  0.4594
127 H -1.347 4.952 -4.549  0.3732
128 H -0.089 -7.973 -2.186  0.3798
129 H 3.904 4.037 -1.224  0.4345
130 H 3.807 -0.832 4.791  0.3322
131 H 4.032 -4.584 -4.535  -0.0640
132 H 2.516 -0.549 3.590  -0.1105

***

Below is a cluster of 5 separate species, C32H73N2 in total at a distorted geometry, with properties calculated with ωB97M-V/def2-TZVPD.

Output
ΔE to the lowest compared entry with this formula, charge and spin: 9.1 kcal per mole
multiplicity: 1
charge: +1
HOMO energy: -12.17 eV
LUMO: -3.342 eV

Last column: Mulliken charge in e.
Positions of all 107 atoms, in Å:
1 N -0.954 3.212 5.271  -0.0002
2 N 1.558 0.509 5.355  -0.5147
3 C 2.180 3.340 4.847  -0.5450
4 C -1.861 1.292 4.382  0.0190
5 C 3.756 0.638 0.335  0.2652
6 C -0.005 -2.821 -1.337  -0.3377
7 C -9.300 0.248 1.927  -1.1940
8 C -5.628 0.990 1.888  -0.4598
9 C 2.330 0.882 4.165  -0.0229
10 C 2.997 -1.338 -5.884  -0.4587
11 C 1.025 -3.251 -0.292  -0.7015
12 C -7.161 -0.918 2.692  -0.7566
13 C 2.053 -0.940 -4.753  -0.9027
14 C 5.146 0.859 -0.258  -1.0508
15 C 0.976 3.778 3.983  -0.9253
16 C -6.385 0.350 3.051  -0.5975
17 C 3.245 -0.215 -6.890  -0.7835
18 C -8.195 -0.745 1.580  -0.3714
19 C 2.899 3.025 0.041  -1.2860
20 C -4.551 0.086 1.294  -1.1669
21 C -1.398 -4.961 -1.286  -1.2968
22 C 3.029 2.211 4.303  -0.8411
23 C -0.955 2.019 3.368  0.1588
24 C -1.392 -3.440 -1.166  -0.4865
25 C 4.839 -0.716 -2.235  -0.6961
26 C 0.437 -1.482 1.439  -0.2474
27 C -2.145 2.373 5.397  -0.8133
28 C 5.211 0.691 -1.774  -0.5152
29 C 1.255 -0.815 -8.412  -0.3810
30 C 2.001 0.269 -7.636  -0.7072
31 C 2.657 1.541 -0.225  0.4282
32 C -0.267 3.020 4.215  0.3814
33 C 2.090 -1.453 -9.519  -1.2091
34 C 0.630 -2.967 1.156  -0.7556
35 H -3.821 -0.198 2.057  0.2053
36 H -1.561 2.562 2.640  0.4382
37 H -8.646 -1.719 1.377  0.3819
38 H 0.363 -0.368 -8.857  0.3905
39 H -3.088 2.883 5.259  0.3660
40 H -0.299 1.415 2.768  -0.3735
41 H -2.411 -5.351 -1.188  0.4031
42 H -6.461 -1.708 2.406  0.3045
43 H 5.504 -1.459 -1.791  0.3644
44 H 3.461 -0.406 0.190  0.1082
45 H -9.832 -0.061 2.829  0.2957
46 H -2.777 0.982 3.901  -0.1641
47 H -0.791 -5.431 -0.511  0.2957
48 H 0.746 4.793 4.282  0.4719
49 H 2.971 -1.958 -9.121  0.2873
50 H 1.310 0.736 -6.928  0.3023
51 H 1.872 3.156 5.864  0.4068
52 H -2.052 -3.023 -1.931  0.4099
53 H -0.281 -3.512 1.418  0.3295
54 H -5.158 1.913 2.247  0.3083
55 H 3.812 -0.970 -1.967  0.0571
56 H 2.076 3.627 -0.348  0.4293
57 H 1.233 -4.318 -0.396  0.4009
58 H -7.069 1.089 3.476  0.3668
59 H -7.705 -0.438 0.652  0.2146
60 H 2.820 4.209 4.894  0.4081
61 H 4.923 -0.797 -3.320  0.1689
62 H -1.821 -3.147 -0.202  0.1693
63 H 6.227 0.917 -2.107  0.4337
64 H 1.204 3.788 2.926  0.1624
65 H 3.495 2.467 3.364  0.2024
66 H 2.606 -2.223 -6.392  0.3740
67 H -2.188 1.965 6.398  0.3596
68 H 1.505 -2.196 -10.063  0.3786
69 H 5.840 0.155 0.210  0.4267
70 H 0.185 -1.325 2.494  0.2738
71 H 3.998 -0.547 -7.610  0.3584
72 H -0.101 -1.731 -1.331  0.3205
73 H 1.696 0.913 3.289  -0.4489
74 H 3.690 0.637 -6.366  0.3323
75 H 4.562 1.422 -2.265  0.1964
76 H 1.414 -3.354 1.812  0.3922
77 H 1.971 -2.741 -0.508  0.1108
78 H -7.666 -1.280 3.592  0.3917
79 H -1.011 -5.275 -2.257  0.2987
80 H -8.908 1.253 2.091  0.2800
81 H -0.661 3.903 5.952  0.3166
82 H 2.424 -0.700 -10.236  0.2974
83 H -4.019 0.599 0.490  0.4030
84 H 5.508 1.857 0.009  0.3573
85 H -4.973 -0.827 0.875  0.3751
86 H -10.027 0.311 1.117  0.3828
87 H 2.300 1.060 -8.330  0.3961
88 H 3.958 -1.635 -5.453  0.3064
89 H 0.379 -3.081 -2.328  0.3501
90 H 2.446 -0.081 -4.203  0.1354
91 H -1.279 0.469 4.751  0.3245
92 H -6.325 1.293 1.103  0.4109
93 H 0.898 -1.591 -7.730  0.2361
94 H 3.813 3.378 -0.436  0.3478
95 H 3.846 2.073 5.003  0.3955
96 H -5.672 0.106 3.848  0.2673
97 H 2.981 3.221 1.114  0.1340
98 H 1.126 -0.388 5.148  0.2268
99 H 2.205 0.298 6.109  0.2683
100 H 1.936 -1.764 -4.046  0.1904
101 H 3.087 0.136 3.946  0.7472
102 H 2.538 1.377 -1.299  -0.0178
103 H 1.705 1.253 0.234  0.1068
104 H 3.812 0.784 1.421  -0.2632
105 H 1.061 -0.683 -5.125  0.4475
106 H 1.351 -0.923 1.224  -0.2330
107 H -0.373 -1.059 0.841  0.2721

***

Below is a cluster of 5 separate species, C32H74ClN4O in total at a distorted geometry, with properties calculated with ωB97M-V/def2-TZVPD.

Output
ΔE to the lowest compared entry with this formula, charge and spin: 0.0 kcal per mole
multiplicity: 1
charge: +3
HOMO energy: -14.65 eV
LUMO: -5.779 eV

Last column: Mulliken charge in e.
Positions of all 112 atoms, in Å:
1 Cl 0.432 -0.784 1.003  -0.7412
2 O 6.946 5.132 -2.106  -0.2770
3 N 4.642 3.379 -1.639  0.3718
4 N -3.110 2.077 1.772  0.1323
5 N -2.126 -2.073 -2.560  0.7136
6 N -0.896 -4.711 3.628  0.5562
7 C -0.129 -0.833 -3.571  -0.5283
8 C 1.693 -6.704 1.472  -1.3514
9 C 0.518 -6.517 2.452  -0.1190
10 C -0.400 -5.119 4.999  -1.0597
11 C 3.626 2.262 -1.760  -0.5698
12 C -3.062 -4.269 2.551  -0.3197
13 C -1.201 -3.209 3.591  -1.1329
14 C -1.330 3.594 0.777  -0.5771
15 C -1.486 -3.362 -3.051  -1.1414
16 C -0.236 3.719 -0.259  -1.1614
17 C -3.207 -1.602 -3.524  -0.5680
18 C -3.476 0.986 3.912  -0.5463
19 C -1.046 -1.015 -2.371  -0.5327
20 C -4.484 0.432 2.889  -0.8222
21 C 5.383 3.468 -2.978  -0.7897
22 C 3.071 5.252 -2.363  -1.2534
23 C -2.059 2.248 0.653  -0.2445
24 C 0.090 -5.061 2.519  -0.7711
25 C 3.923 4.676 -1.264  -0.3497
26 C 3.109 1.712 -0.454  -1.3091
27 C -3.859 0.763 1.545  0.3041
28 C -2.841 -2.279 -1.247  -0.3989
29 C -4.303 -1.914 -1.401  -0.1072
30 C 5.678 3.020 -0.615  -1.0624
31 C -2.471 1.780 3.093  -0.7620
32 C 6.207 4.696 -3.212  -0.7944
33 C -4.165 3.204 1.752  -1.0141
34 C 7.664 6.300 -2.411  -0.8869
35 C -2.206 -5.332 3.207  -0.7295
36 C -4.458 -2.129 -2.906  -0.8587
37 C -2.620 -2.942 3.157  1.0628
38 C 0.823 0.357 -3.348  -1.1087
39 H -4.578 -0.652 2.985  0.2868
40 H 7.076 7.165 -2.759  0.3368
41 H 2.376 -5.857 1.553  0.3461
42 H 2.775 6.280 -2.150  0.4426
43 H -4.645 0.965 0.812  0.4574
44 H -5.523 0.752 2.921  0.4627
45 H -2.320 -1.796 -0.418  0.0959
46 H -2.715 -5.704 4.100  0.3968
47 H 2.275 1.008 -0.475  0.2481
48 H 2.702 2.499 0.196  0.2930
49 H -2.803 -3.348 -1.019  0.0586
50 H -4.105 -4.505 2.756  0.5301
51 H -5.047 2.815 2.253  0.4289
52 H 2.858 2.571 -2.471  0.4722
53 H -0.412 -2.671 3.064  0.2092
54 H 0.356 4.623 -0.118  0.4402
55 H 0.740 -6.975 3.414  0.2805
56 H -1.106 -4.787 5.750  0.4455
57 H -3.155 -2.775 4.096  0.4092
58 H 6.440 3.792 -0.591  0.3869
59 H 4.800 5.262 -0.977  0.4987
60 H -4.472 3.254 0.710  0.3660
61 H -2.903 -1.957 -4.505  0.3505
62 H 1.042 0.790 -4.323  0.4655
63 H -3.138 0.096 1.073  -0.4350
64 H -0.801 -3.613 -2.245  0.3899
65 H 5.559 5.483 -3.615  0.4518
66 H 1.771 0.126 -2.862  0.3303
67 H -4.011 1.668 4.576  0.3603
68 H -2.895 -4.260 1.471  -0.1940
69 H -1.556 1.282 0.723  -0.0666
70 H -0.604 3.641 -1.280  0.4226
71 H -0.216 -6.187 4.974  0.3621
72 H -0.369 -4.809 1.560  0.1633
73 H -2.321 -4.059 -3.103  0.4570
74 H -1.482 1.365 2.881  0.4341
75 H -1.546 -0.108 -2.044  0.3007
76 H -1.046 -2.894 4.624  0.3215
77 H 4.084 1.458 -2.345  0.4142
78 H -5.019 -2.554 -0.896  0.4239
79 H 8.437 6.204 -3.174  0.3437
80 H 0.331 -1.749 -3.932  0.4332
81 H -4.418 -3.218 -3.039  0.2941
82 H -0.302 -7.122 2.058  0.2732
83 H -2.100 -6.198 2.561  0.2907
84 H -0.740 -0.555 -4.440  0.3623
85 H 5.255 2.909 0.381  0.4061
86 H 2.253 -7.607 1.705  0.3776
87 H 3.840 1.319 0.253  0.3580
88 H 0.897 -4.328 2.583  0.5614
89 H 4.711 3.328 -3.824  0.3782
90 H -1.030 -3.336 -4.033  0.3019
91 H -5.377 -1.774 -3.369  0.4659
92 H 6.869 4.428 -4.047  0.5298
93 H 0.404 1.144 -2.717  0.1029
94 H 1.367 -6.810 0.439  0.3325
95 H 6.021 2.584 -2.946  0.5671
96 H -2.786 -2.088 2.508  -0.7115
97 H -2.739 2.251 -0.204  0.3378
98 H -3.660 4.046 2.206  0.3557
99 H -2.991 0.287 4.588  0.3421
100 H -0.398 -1.443 -1.603  0.1063
101 H -0.994 3.647 1.816  0.3953
102 H -2.080 4.385 0.721  0.4658
103 H -3.215 -0.509 -3.528  0.4167
104 H -2.198 2.756 3.506  0.4800
105 H 3.577 5.340 -3.322  0.2652
106 H 8.077 6.789 -1.527  0.3235
107 H 3.425 4.542 -0.304  0.5781
108 H 6.142 2.068 -0.867  0.4657
109 H 0.569 -4.629 5.075  0.3985
110 H -4.456 -0.853 -1.187  0.0346
111 H 2.139 4.698 -2.480  0.1825
112 H 0.473 2.905 -0.086  0.0880